(1)
Density functional theory data (ωB97M-V/def2-TZVPD) for 2 unconnected molecules or ions with the total composition C22H28BF5INO7 in a non-equilibrium geometry.

Last columns: bonded neighbours and bond lengths (Å).
Geometry (Å):
1 C 1.308 -2.847 2.671  C2 1.542, H29 1.085, H30 1.085, H31 1.085
2 C 0.821 -1.430 2.308  C1 1.542, C3 1.567, H32 1.085, H33 1.087
3 C -0.322 -1.383 1.236  C2 1.567, C4 1.491, H34 1.075, H35 1.085
4 C 0.047 -0.279 0.304  C3 1.491, C5 1.413, C20 1.412
5 C 1.106 -0.506 -0.603  C4 1.413, C6 1.498, C10 1.390
6 C 1.765 -1.847 -0.709  C5 1.498, C7 1.554, H36 1.076, H37 1.086
7 C 1.292 -2.689 -1.926  C6 1.554, C8 1.538, H38 1.080, H39 1.084
8 C -0.178 -2.453 -2.312  C7 1.538, I9 2.156, H40 1.080, H41 1.081
9 I -1.219 -4.308 -2.666  C8 2.156
10 C 1.541 0.537 -1.413  C5 1.390, C11 1.497, N14 1.343
11 C 2.653 0.451 -2.413  C10 1.497, C12 1.541, H42 1.076, H43 1.088
12 C 3.948 0.974 -1.762  C11 1.541, O13 1.184, H44 1.100
13 O 4.651 0.240 -1.157  C12 1.184
14 N 0.944 1.736 -1.305  C10 1.343, C15 1.342, H45 1.011
15 C -0.074 1.982 -0.467  N14 1.342, C16 1.518, C20 1.385
16 C -0.587 3.409 -0.507  C15 1.518, F17 1.336, F18 1.327, F19 1.350
17 F -1.837 3.455 -0.977  C16 1.336
18 F -0.543 3.998 0.682  C16 1.327
19 F 0.179 4.143 -1.340  C16 1.350
20 C -0.587 0.982 0.343  C4 1.412, C15 1.385, C21 1.512
21 C -1.779 1.252 1.235  C20 1.512, C22 1.552, H46 1.083, H47 1.078
22 C -3.121 0.938 0.522  C21 1.552, C23 1.525, H48 1.083, H49 1.088
23 C -3.539 -0.527 0.587  C22 1.525, C24 1.512, H50 1.085, H51 1.086
24 C -4.979 -0.844 0.251  C23 1.512, O25 1.188, O26 1.356
25 O -5.414 -1.917 0.514  C24 1.188
26 O -5.797 0.098 -0.281  C24 1.356, C27 1.445
27 C -5.430 0.659 -1.561  O26 1.445, C28 1.509, H52 1.083, H53 1.086
28 C -4.725 -0.295 -2.494  C27 1.509, H54 1.086, H55 1.089, H56 1.083
29 H 2.305 -2.995 2.268  C1 1.085
30 H 1.417 -2.909 3.748  C1 1.085
31 H 0.625 -3.623 2.340  C1 1.085
32 H 1.615 -0.773 1.969  C2 1.085
33 H 0.413 -0.995 3.217  C2 1.087
34 H -1.240 -1.210 1.768  C3 1.075
35 H -0.413 -2.336 0.724  C3 1.085
36 H 1.642 -2.441 0.180  C6 1.076
37 H 2.835 -1.689 -0.805  C6 1.086
38 H 1.417 -3.733 -1.678  C7 1.080
39 H 1.897 -2.452 -2.794  C7 1.084
40 H -0.760 -1.958 -1.548  C8 1.080
41 H -0.272 -1.916 -3.244  C8 1.081
42 H 2.844 -0.568 -2.700  C11 1.076
43 H 2.423 1.072 -3.276  C11 1.088
44 H 4.208 2.038 -1.870  C12 1.100
45 H 1.295 2.474 -1.901  N14 1.011
46 H -1.676 0.641 2.123  C21 1.083
47 H -1.809 2.290 1.522  C21 1.078
48 H -3.058 1.293 -0.499  C22 1.083
49 H -3.873 1.544 1.022  C22 1.088
50 H -3.412 -0.862 1.611  C23 1.085
51 H -2.890 -1.143 -0.028  C23 1.086
52 H -6.372 0.934 -2.020  C27 1.083
53 H -4.863 1.570 -1.397  C27 1.086
54 H -3.720 -0.558 -2.179  C28 1.086
55 H -4.610 0.224 -3.445  C28 1.089
56 H -5.314 -1.178 -2.704  C28 1.083
57 B 4.798 2.810 2.936  O58 1.514, O63 1.501, F64 1.377, F65 1.377
58 O 3.646 2.566 1.984  B57 1.514, C59 1.296
59 C 3.503 1.289 1.818  O58 1.296, O60 1.215, C61 1.529
60 O 2.669 0.756 1.114  C59 1.215
61 C 4.548 0.543 2.648  C59 1.529, O62 1.203, O63 1.310
62 O 4.651 -0.655 2.699  C61 1.203
63 O 5.278 1.430 3.278  B57 1.501, C61 1.310
64 F 4.341 3.461 4.060  B57 1.377
65 F 5.784 3.529 2.297  B57 1.377

Properties
LUMO, eV: -1.69
Max |F|, eV/Å: 1.0
Kohn-Sham gap, eV: 7.78
Total charge: 0
E_tot, eV: -61460.627
Highest occupied orbital energy, hartree: -0.3480

***

(2)
Density functional theory data (ωB97M-V/def2-TZVPD) for a gas-phase ion, C22H28ClN2OS (charge +1).

Last columns: bonded neighbours and bond lengths (Å).
Geometry (Å):
1 C -0.655 1.047 3.533  O2 1.418, H28 1.092, H29 1.094, H30 1.089
2 O -1.009 2.089 2.638  C1 1.418, C3 1.425
3 C -0.476 3.369 2.964  O2 1.425, C4 1.534, H31 1.094, H32 1.093
4 C 0.881 3.619 2.293  C3 1.534, C5 1.528, H33 1.091, H34 1.089
5 C 0.750 3.647 0.771  C4 1.528, N6 1.485, H35 1.092, H36 1.092
6 N 0.192 2.365 0.271  C5 1.485, C7 1.478, C27 1.479, H37 1.056
7 C -0.592 2.498 -0.974  N6 1.478, C8 1.530, H38 1.091, H39 1.092
8 C -1.252 1.157 -1.299  C7 1.530, N9 1.441, H40 1.091, H41 1.103
9 N -0.218 0.164 -1.449  C8 1.441, C10 1.460, C26 1.442
10 C -0.537 -1.016 -2.248  N9 1.460, C11 1.544, C25 1.515, H42 1.099
11 C -1.710 -1.879 -1.738  C10 1.544, C12 1.494, H43 1.092, H44 1.093
12 C -1.639 -2.201 -0.281  C11 1.494, C13 1.390, C17 1.391
13 C -2.488 -1.602 0.642  C12 1.390, C14 1.385, H45 1.081
14 C -2.411 -1.909 1.990  C13 1.385, C15 1.386, H46 1.080
15 C -1.473 -2.826 2.437  C14 1.386, C16 1.383, H47 1.079
16 C -0.630 -3.444 1.531  C15 1.383, C17 1.389, H48 1.079
17 C -0.714 -3.132 0.181  C12 1.391, C16 1.389, S18 1.777
18 S 0.282 -4.096 -0.931  C17 1.777, C19 1.778
19 C 1.159 -2.986 -2.010  S18 1.778, C20 1.399, C25 1.393
20 C 2.391 -3.522 -2.399  C19 1.399, C21 1.375, H49 1.079
21 C 3.247 -2.849 -3.239  C20 1.375, C22 1.389, H50 1.078
22 C 2.871 -1.596 -3.704  C21 1.389, Cl23 1.726, C24 1.380
23 Cl 3.928 -0.694 -4.729  C22 1.726
24 C 1.646 -1.067 -3.349  C22 1.380, C25 1.395, H51 1.079
25 C 0.762 -1.749 -2.513  C10 1.515, C19 1.393, C24 1.395
26 C 0.514 -0.009 -0.219  N9 1.442, C27 1.528, H52 1.090, H53 1.103
27 C 1.215 1.311 0.095  N6 1.479, C26 1.528, H54 1.090, H55 1.092
28 H -1.042 1.255 4.533  C1 1.092
29 H 0.429 0.911 3.590  C1 1.094
30 H -1.117 0.139 3.150  C1 1.089
31 H -1.210 4.098 2.608  C3 1.094
32 H -0.387 3.474 4.049  C3 1.093
33 H 1.595 2.855 2.605  C4 1.091
34 H 1.265 4.581 2.629  C4 1.089
35 H 0.068 4.451 0.487  C5 1.092
36 H 1.715 3.831 0.295  C5 1.092
37 H -0.457 2.040 1.037  N6 1.056
38 H -1.353 3.268 -0.841  C7 1.091
39 H 0.082 2.789 -1.783  C7 1.092
40 H -1.801 1.250 -2.237  C8 1.091
41 H -1.970 0.912 -0.498  C8 1.103
42 H -0.857 -0.618 -3.221  C10 1.099
43 H -2.644 -1.355 -1.948  C11 1.092
44 H -1.708 -2.807 -2.315  C11 1.093
45 H -3.243 -0.911 0.294  C13 1.081
46 H -3.098 -1.451 2.685  C14 1.080
47 H -1.411 -3.075 3.485  C15 1.079
48 H 0.084 -4.184 1.858  C16 1.079
49 H 2.667 -4.493 -2.016  C20 1.079
50 H 4.192 -3.281 -3.524  C21 1.078
51 H 1.354 -0.103 -3.734  C24 1.079
52 H 1.262 -0.790 -0.355  C26 1.090
53 H -0.128 -0.286 0.634  C26 1.103
54 H 1.808 1.221 1.005  C27 1.090
55 H 1.867 1.589 -0.736  C27 1.092

Properties
LUMO, eV: -2.14
SMILES: COCCC[NH+]1CCN([C@@H]2Cc3ccccc3Sc3ccc(Cl)cc32)CC1
Max |F|, eV/Å: 0.9
Kohn-Sham gap, eV: 8.41
Total charge: +1
E_tot, eV: -51648.150
Relative energy (zero: lowest compared OMol25 entry of this formula, charge and spin), kcal per mole: 0.0
Highest occupied orbital energy, hartree: -0.3876

***

(3)
Density functional theory data (ωB97M-V/def2-TZVPD) for a single C22H28ClN3O3 molecule.

Last columns: bonded neighbours and bond lengths (Å).
Geometry (Å):
1 C -2.172 -3.111 1.750  C2 1.523, H30 1.086, H31 1.088, H32 1.088
2 C -1.682 -3.447 0.347  C1 1.523, C3 1.529, H33 1.093, H34 1.090
3 C -0.272 -4.038 0.311  C2 1.529, C4 1.531, H35 1.094, H36 1.093
4 C 0.843 -3.106 0.791  C3 1.531, C5 1.539, H37 1.090, H38 1.092
5 C 1.062 -1.864 -0.092  C4 1.539, O6 1.418, C7 1.550, C11 1.532
6 O 0.974 -2.155 -1.476  C5 1.418, H39 0.964
7 C 2.408 -1.172 0.243  C5 1.550, C8 1.527, H40 1.093, H41 1.090
8 C 3.648 -1.913 -0.254  C7 1.527, C9 1.527, H42 1.093, H43 1.092
9 C 4.920 -1.157 0.123  C8 1.527, C10 1.524, H44 1.092, H45 1.091
10 C 6.169 -1.867 -0.386  C9 1.524, H46 1.088, H47 1.088, H48 1.087
11 C 0.009 -0.806 0.249  C5 1.532, O12 1.207, N13 1.358
12 O -0.290 -0.510 1.379  C11 1.207
13 N -0.474 -0.166 -0.848  C11 1.358, N14 1.390, H49 1.012
14 N -1.423 0.844 -0.743  N13 1.390, C15 1.369, C24 1.419
15 C -1.001 2.137 -0.592  N14 1.369, O16 1.207, C17 1.503
16 O -1.743 3.087 -0.526  C15 1.207
17 C 0.496 2.264 -0.574  C15 1.503, C18 1.387, C22 1.399
18 C 1.257 2.213 -1.733  C17 1.387, C19 1.388, H50 1.081
19 C 2.633 2.374 -1.652  C18 1.388, C20 1.385, H51 1.078
20 C 3.194 2.579 -0.402  C19 1.385, N21 1.322, H52 1.081
21 N 2.480 2.634 0.709  C20 1.322, C22 1.316
22 C 1.175 2.490 0.629  C17 1.399, N21 1.316, Cl23 1.710
23 Cl 0.301 2.570 2.097  C22 1.710
24 C -2.775 0.435 -0.610  N14 1.419, C25 1.390, C29 1.388
25 C -3.242 -0.608 -1.402  C24 1.390, C26 1.383, H53 1.080
26 C -4.545 -1.049 -1.261  C25 1.383, C27 1.384, H54 1.080
27 C -5.386 -0.451 -0.338  C26 1.384, C28 1.385, H55 1.080
28 C -4.918 0.590 0.446  C27 1.385, C29 1.383, H56 1.079
29 C -3.614 1.033 0.321  C24 1.388, C28 1.383, H57 1.077
30 H -1.610 -2.283 2.170  C1 1.086
31 H -3.219 -2.819 1.714  C1 1.088
32 H -2.075 -3.973 2.407  C1 1.088
33 H -2.361 -4.175 -0.102  C2 1.093
34 H -1.717 -2.548 -0.269  C2 1.090
35 H -0.059 -4.357 -0.713  C3 1.094
36 H -0.251 -4.931 0.942  C3 1.093
37 H 0.625 -2.752 1.798  C4 1.090
38 H 1.772 -3.680 0.829  C4 1.092
39 H 1.585 -2.878 -1.660  O6 0.964
40 H 2.401 -0.178 -0.211  C7 1.093
41 H 2.457 -1.040 1.324  C7 1.090
42 H 3.608 -2.007 -1.343  C8 1.093
43 H 3.693 -2.916 0.175  C8 1.092
44 H 4.876 -0.150 -0.296  C9 1.092
45 H 4.972 -1.060 1.209  C9 1.091
46 H 6.146 -1.956 -1.470  C10 1.088
47 H 6.240 -2.867 0.038  C10 1.088
48 H 7.062 -1.314 -0.107  C10 1.087
49 H -0.219 -0.515 -1.763  N13 1.012
50 H 0.774 2.058 -2.687  C18 1.081
51 H 3.248 2.341 -2.537  C19 1.078
52 H 4.259 2.709 -0.271  C20 1.081
53 H -2.592 -1.073 -2.129  C25 1.080
54 H -4.902 -1.862 -1.875  C26 1.080
55 H -6.403 -0.797 -0.230  C27 1.080
56 H -5.569 1.056 1.170  C28 1.079
57 H -3.245 1.836 0.937  C29 1.077

Properties
LUMO, eV: 0.39
SMILES: CCCCC(O)(CCCC)C(=O)NN(C(=O)c1cccnc1Cl)c1ccccc1
Max |F|, eV/Å: 0.9
Kohn-Sham gap, eV: 9.27
Total charge: 0
E_tot, eV: -46404.258
Relative energy (zero: lowest compared OMol25 entry of this formula, charge and spin), kcal per mole: 15.2
Highest occupied orbital energy, hartree: -0.3265

***

(4)
Density functional theory data (ωB97M-V/def2-TZVPD) for a single C22H28ClN3O5S molecule in a non-equilibrium geometry.

Last columns: bonded neighbours and bond lengths (Å).
Geometry (Å):
1 C -4.146 -1.263 -3.237  C2 1.525, H33 1.086, H34 1.086, H35 1.087
2 C -3.524 -0.562 -2.034  C1 1.525, N3 1.444, H36 1.102, H37 1.092
3 N -4.257 -0.788 -0.811  C2 1.444, C4 1.448, S6 1.658
4 C -4.204 -2.094 -0.187  N3 1.448, C5 1.527, H38 1.092, H39 1.096
5 C -5.435 -2.934 -0.520  C4 1.527, H40 1.086, H41 1.087, H42 1.086
6 S -4.317 0.545 0.173  N3 1.658, O7 1.433, O8 1.434, C9 1.799
7 O -4.883 0.150 1.430  S6 1.433
8 O -4.947 1.611 -0.551  S6 1.434
9 C -2.603 1.026 0.433  S6 1.799, C10 1.379, C32 1.380
10 C -2.220 2.338 0.246  C9 1.379, C11 1.383, H43 1.078
11 C -0.897 2.699 0.432  C10 1.383, C12 1.396, H44 1.078
12 C 0.067 1.755 0.792  C11 1.396, N13 1.395, C19 1.413
13 N 1.411 2.068 1.001  C12 1.395, C14 1.452, C18 1.456
14 C 1.807 3.435 1.288  N13 1.452, C15 1.535, H45 1.090, H46 1.096
15 C 2.189 4.222 0.026  C14 1.535, O16 1.410, H47 1.091, H48 1.100
16 O 3.180 3.539 -0.710  C15 1.410, C17 1.408
17 C 2.736 2.252 -1.069  O16 1.408, C18 1.534, H49 1.091, H50 1.102
18 C 2.411 1.410 0.172  N13 1.456, C17 1.534, H51 1.089, H52 1.096
19 C -0.361 0.430 1.031  C12 1.413, N20 1.404, C32 1.386
20 N 0.561 -0.504 1.529  C19 1.404, C21 1.353, H53 1.014
21 C 0.500 -1.851 1.423  N20 1.353, O22 1.211, C23 1.536
22 O -0.325 -2.474 0.791  C21 1.211
23 C 1.608 -2.559 2.216  C21 1.536, O24 1.409, H54 1.096, H55 1.095
24 O 2.789 -1.805 2.364  C23 1.409, C25 1.367
25 C 3.586 -1.626 1.268  O24 1.367, C26 1.395, C31 1.390
26 C 4.791 -0.961 1.499  C25 1.395, C27 1.379, H56 1.078
27 C 5.653 -0.690 0.457  C26 1.379, C28 1.388, H57 1.078
28 C 5.316 -1.087 -0.829  C27 1.388, Cl29 1.728, C30 1.384
29 Cl 6.381 -0.733 -2.143  C28 1.728
30 C 4.130 -1.758 -1.068  C28 1.384, C31 1.385, H58 1.078
31 C 3.262 -2.028 -0.023  C25 1.390, C30 1.385, H59 1.078
32 C -1.688 0.077 0.841  C9 1.380, C19 1.386, H60 1.076
33 H -5.201 -1.017 -3.300  C1 1.086
34 H -4.034 -2.340 -3.159  C1 1.086
35 H -3.651 -0.930 -4.147  C1 1.087
36 H -2.475 -0.878 -1.920  C2 1.102
37 H -3.547 0.518 -2.193  C2 1.092
38 H -4.192 -1.928 0.892  C4 1.092
39 H -3.285 -2.613 -0.480  C4 1.096
40 H -6.329 -2.392 -0.228  C5 1.086
41 H -5.395 -3.871 0.030  C5 1.087
42 H -5.492 -3.153 -1.582  C5 1.086
43 H -2.962 3.058 -0.057  C10 1.078
44 H -0.612 3.727 0.278  C11 1.078
45 H 1.011 3.939 1.835  C14 1.090
46 H 2.692 3.375 1.932  C14 1.096
47 H 2.620 5.188 0.295  C15 1.091
48 H 1.307 4.384 -0.611  C15 1.100
49 H 3.547 1.793 -1.635  C17 1.091
50 H 1.840 2.327 -1.706  C17 1.102
51 H 2.059 0.431 -0.151  C18 1.089
52 H 3.325 1.289 0.763  C18 1.096
53 H 1.341 -0.110 2.042  N20 1.014
54 H 1.801 -3.538 1.763  C23 1.096
55 H 1.238 -2.719 3.235  C23 1.095
56 H 5.031 -0.665 2.507  C26 1.078
57 H 6.582 -0.174 0.638  C27 1.078
58 H 3.877 -2.069 -2.069  C30 1.078
59 H 2.339 -2.543 -0.234  C31 1.078
60 H -2.004 -0.933 1.032  C32 1.076

Properties
LUMO, eV: 0.47
SMILES: CCN(CC)S(=O)(=O)c1ccc(N2CCOCC2)c(NC(=O)COc2ccc(Cl)cc2)c1
Max |F|, eV/Å: 1.1
Kohn-Sham gap, eV: 8.77
Total charge: 0
E_tot, eV: -61333.628
Relative energy (zero: lowest compared OMol25 entry of this formula, charge and spin), kcal per mole: 0.0
Highest occupied orbital energy, hartree: -0.3051